Entry 1:
{
  "formula": "C2H2FOZn",
  "method": "wB97M-V/def2-TZVPD",
  "species": ["C", "C", "O", "H", "F", "H", "Zn"],
  "positions_angstrom": [[-0.82, 0.03, -0.07], [0.30, -0.66, -0.32], [1.43, -0.31, 0.28], [-1.88, -0.22, -0.11], [-0.59, 1.36, 0.37], [0.21, -1.68, -0.71], [1.36, 1.48, 0.57]],
  "mulliken_charge": [-0.0127, 0.1990, -0.4863, 0.3454, -0.2424, 0.3227, 0.8744],
  "orbital_gap_ev": 5.772,
  "total_charge": 1,
  "lumo_energy_ev": -8.125,
  "e_homo_ha": -0.5107
}

***

Entry 2:
{
  "formula": "C2H2I2P",
  "method": "wB97M-V/def2-TZVPD",
  "species": ["C", "C", "P", "I", "I", "H", "H"],
  "positions_angstrom": [[0.29, 0.23, 1.16], [0.09, -0.25, -0.10], [-0.84, 0.51, -1.39], [-0.32, 2.00, 2.13], [-0.66, -0.88, -3.30], [0.88, -0.40, 1.82], [0.56, -1.21, -0.32]],
  "mulliken_charge": [-0.4998, -0.0331, 0.2509, 0.3214, 0.2385, 0.4013, 0.3208],
  "orbital_gap_ev": 6.565,
  "total_charge": 1,
  "lumo_energy_ev": -7.485,
  "e_homo_ha": -0.5163
}

***

Entry 3:
{
  "formula": "C2H2IN3S",
  "method": "wB97M-V/def2-TZVPD",
  "species": ["C", "C", "N", "N", "N", "S", "I", "H", "H"],
  "positions_angstrom": [[-0.46, 1.97, -0.37], [-0.75, -0.44, 0.24], [-0.34, 0.84, -0.02], [0.23, -1.39, -0.02], [1.53, -1.21, -0.10], [-2.38, -0.55, 0.57], [2.63, 0.30, 0.53], [-0.59, 2.87, -0.96], [0.13, -2.40, 0.12]],
  "mulliken_charge": [0.0492, 0.2366, -0.2200, 0.3304, -0.7881, -0.3844, 0.1451, 0.3658, 0.2654],
  "orbital_gap_ev": [6.454, 6.817],
  "lumo_energy_ev": [-0.736, -0.905],
  "e_homo_ha": [-0.2642, -0.2838]
}

***

Entry 4:
{
  "formula": "C2H2INO",
  "method": "wB97M-V/def2-TZVPD",
  "species": ["C", "C", "N", "O", "I", "H", "H"],
  "positions_angstrom": [[-1.15, -0.57, -0.19], [-1.40, -0.05, 1.01], [-0.54, -0.94, -1.17], [-2.03, 0.74, 1.66], [2.29, 1.75, -0.37], [2.38, 0.17, -0.01], [0.45, -1.10, -0.92]],
  "mulliken_charge": [0.3238, 0.2177, -0.4207, -0.3769, -0.0467, 0.0496, 0.2532],
  "orbital_gap_ev": [7.508, 7.508],
  "lumo_energy_ev": [-1.239, -1.237],
  "e_homo_ha": [-0.3214, -0.3214]
}

***

Entry 5:
{
  "formula": "C2H2INO2S",
  "method": "wB97M-V/def2-TZVPD",
  "species": ["C", "C", "N", "O", "O", "S", "I", "H", "H"],
  "positions_angstrom": [[1.19, 1.08, -0.15], [0.20, 0.39, 0.61], [1.88, 1.84, -0.69], [-1.09, 1.99, -1.14], [-1.56, 2.32, 1.30], [-1.28, 1.43, 0.17], [-3.12, -0.10, -0.04], [0.09, 0.33, 1.76], [0.20, -0.67, 0.18]],
  "mulliken_charge": [0.1706, -0.3328, -0.3433, -0.5001, -0.5281, 0.8106, 0.0551, 0.3560, 0.3120],
  "orbital_gap_ev": 9.178,
  "lumo_energy_ev": -1.490,
  "e_homo_ha": -0.3921
}

***

Entry 6:
{
  "formula": "C2H2INO3",
  "method": "wB97M-V/def2-TZVPD",
  "species": ["C", "C", "N", "O", "O", "O", "I", "H", "H"],
  "positions_angstrom": [[0.02, -1.51, -1.06], [0.28, -0.73, 0.16], [-0.62, 1.48, 0.85], [1.15, -0.39, 0.85], [-1.02, 0.38, 0.28], [-0.49, -2.59, -1.19], [0.81, 2.62, 0.01], [0.38, -0.81, -1.78], [-0.51, 1.55, 1.89]],
  "mulliken_charge": [0.1312, 0.5732, -0.3617, -0.3493, -0.2878, -0.4101, 0.1310, 0.2870, 0.2866],
  "orbital_gap_ev": [7.924, 7.925],
  "lumo_energy_ev": [-0.605, -0.605],
  "e_homo_ha": [-0.3134, -0.3135]
}

***

Entry 7:
{
  "formula": "C2H2IrO3",
  "method": "wB97M-V/def2-TZVPD",
  "species": ["O", "C", "Ir", "H", "O", "C", "O", "H"],
  "positions_angstrom": [[-0.76, 1.22, 0.08], [0.20, 0.58, 0.67], [-2.04, 0.16, -0.69], [-0.01, 0.14, 1.66], [-0.65, -1.04, -1.10], [0.42, -0.86, -0.51], [1.58, -1.12, -0.63], [1.26, 0.92, 0.52]],
  "mulliken_spin": [0.5841, 0.3569, 3.0362, 0.0443, 0.3189, 0.0575, 0.5763, 0.0257],
  "orbital_gap_ev": [8.549, 7.775],
  "total_charge": 2,
  "lumo_energy_ev": [-12.628, -15.332],
  "e_homo_ha": [-0.7782, -0.8492],
  "spin_multiplicity": 6
}

***

Entry 8:
{
  "formula": "C2H2KLiO2",
  "method": "wB97M-V/def2-TZVPD",
  "species": ["H", "O", "C", "C", "O", "Li", "K", "H"],
  "positions_angstrom": [[1.50, 1.24, 0.87], [-0.58, 0.44, -0.41], [0.52, 0.12, -0.03], [1.79, 0.91, -0.28], [1.77, 1.79, -1.27], [0.69, 2.35, -2.51], [-3.43, -0.12, 0.13], [2.60, 0.15, -0.29]],
  "mulliken_spin": [0.0080, 0.1796, 0.7002, 0.0666, 0.0570, 0.0058, 0.0011, -0.0184],
  "orbital_gap_ev": [6.555, 7.769],
  "total_charge": 1,
  "lumo_energy_ev": [-4.086, -4.114],
  "e_homo_ha": [-0.3910, -0.4367],
  "spin_multiplicity": 2
}

***

Entry 9:
{
  "formula": "C2H2N2",
  "method": "wB97M-V/def2-TZVPD",
  "species": ["C", "C", "N", "N", "H", "H"],
  "positions_angstrom": [[0.26, 0.76, -0.09], [0.26, -0.74, -0.09], [-0.98, 0.79, -0.05], [-1.01, -0.80, -0.05], [0.73, 1.68, 0.15], [0.75, -1.70, 0.13]],
  "mulliken_charge": [-0.1100, -0.0849, -0.2366, -0.2613, 0.3579, 0.3350],
  "orbital_gap_ev": 9.923,
  "lumo_energy_ev": -0.471,
  "e_homo_ha": -0.3820
}

***

Entry 10:
{
  "formula": "C2H2N2O",
  "method": "wB97M-V/def2-TZVPD",
  "species": ["C", "C", "H", "H", "N", "N", "O"],
  "positions_angstrom": [[-0.01, 0.90, 0.07], [1.16, -0.09, 0.20], [-1.72, -1.39, -0.05], [0.31, 1.96, -0.19], [-1.05, 0.27, -0.02], [2.18, -0.57, -0.07], [-0.86, -1.07, 0.05]],
  "mulliken_charge": [0.0140, 0.3800, 0.3722, 0.2989, -0.3566, -0.4073, -0.3013],
  "orbital_gap_ev": 11.636,
  "lumo_energy_ev": 0.523,
  "e_homo_ha": -0.4084
}

***

Entry 11:
{
  "formula": "C2H2N2O",
  "method": "wB97M-V/def2-TZVPD",
  "species": ["O", "C", "N", "N", "C", "H", "H"],
  "positions_angstrom": [[0.13, -0.81, 0.06], [1.35, -0.42, -0.07], [0.14, 2.17, -0.52], [-0.87, 1.83, -0.25], [-1.14, -0.76, -0.14], [1.95, -1.36, 0.04], [-1.56, -0.65, 0.88]],
  "mulliken_charge": [0.0392, -0.2320, -0.0522, 0.0232, -0.1767, 0.2020, 0.1966],
  "orbital_gap_ev": [9.488, 9.489],
  "lumo_energy_ev": [-0.071, -0.071],
  "e_homo_ha": [-0.3513, -0.3513]
}

***

Entry 12:
{
  "formula": "C2H2N2O",
  "method": "wB97M-V/def2-TZVPD",
  "species": ["C", "N", "N", "C", "O", "H", "H"],
  "positions_angstrom": [[0.60, -0.02, 0.42], [-0.53, 0.75, 0.20], [0.62, -1.23, 0.05], [-1.23, 0.78, -0.79], [-2.06, 1.09, -1.53], [1.38, -1.78, 0.45], [1.22, 0.43, 1.20]],
  "mulliken_charge": [0.1255, -0.3249, -0.5673, 0.5351, -0.3482, 0.2431, 0.3367],
  "orbital_gap_ev": 11.203,
  "lumo_energy_ev": 0.646,
  "e_homo_ha": -0.3880
}

***

Entry 13:
{
  "formula": "C2H2N2O",
  "method": "wB97M-V/def2-TZVPD",
  "species": ["C", "N", "N", "C", "O", "H", "H"],
  "positions_angstrom": [[0.36, -0.20, -0.58], [0.16, -0.56, 0.62], [0.75, -0.18, -1.71], [-0.66, 0.32, 1.23], [-1.11, 0.37, 2.32], [1.36, -0.83, -2.19], [-0.86, 1.08, 0.30]],
  "mulliken_charge": [0.5326, -0.3025, -0.4220, 0.1719, -0.4241, 0.3206, 0.1235],
  "orbital_gap_ev": 9.529,
  "lumo_energy_ev": -0.608,
  "e_homo_ha": -0.3725
}

***

Entry 14:
{
  "formula": "C2H2N2O",
  "method": "wB97M-V/def2-TZVPD",
  "species": ["C", "C", "N", "N", "O", "H", "H"],
  "positions_angstrom": [[0.13, -0.59, -0.19], [1.32, -0.08, 0.06], [-0.94, -1.05, -0.22], [-1.94, 1.13, -0.39], [-2.00, 0.22, 0.28], [1.67, -0.14, 1.13], [1.76, 0.50, -0.67]],
  "mulliken_charge": [0.5455, -0.8332, -0.3597, 0.1295, -0.0219, 0.2394, 0.3005],
  "orbital_gap_ev": [8.106, 7.786],
  "lumo_energy_ev": [-0.347, -0.665],
  "e_homo_ha": [-0.3106, -0.3106]
}

***

Entry 15:
{
  "formula": "C2H2N2O",
  "method": "wB97M-V/def2-TZVPD",
  "species": ["C", "C", "H", "H", "N", "N", "O"],
  "positions_angstrom": [[-0.20, -0.58, 0.59], [0.89, 0.14, 0.60], [-1.66, 0.36, -1.94], [-0.71, -0.87, 1.63], [-1.14, -0.60, -0.26], [1.51, 1.17, 1.01], [-0.53, -0.10, -1.51]],
  "mulliken_charge": [-0.0208, 0.4129, 0.4075, 0.2669, -0.2340, -0.3928, -0.4396],
  "orbital_gap_ev": 9.870,
  "lumo_energy_ev": -0.600,
  "e_homo_ha": -0.3847
}

***

Entry 16:
{
  "formula": "C2H2N2O",
  "method": "wB97M-V/def2-TZVPD",
  "species": ["C", "C", "N", "N", "O", "H", "H"],
  "positions_angstrom": [[0.23, -0.36, -1.40], [0.00, 0.00, -0.06], [0.67, -0.53, -2.45], [-1.18, 0.13, 0.64], [-0.24, -0.91, 0.95], [1.60, 0.88, 0.89], [-1.08, 0.79, 1.43]],
  "mulliken_charge": [0.1092, 0.2706, -0.2907, -0.3362, -0.2342, 0.1519, 0.3294],
  "orbital_gap_ev": [8.923, 9.216],
  "lumo_energy_ev": [-1.415, -1.681],
  "e_homo_ha": [-0.3799, -0.4004]
}

***

Entry 17:
{
  "formula": "C2H2N2O2",
  "method": "wB97M-V/def2-TZVPD",
  "species": ["C", "C", "H", "H", "N", "N", "O", "O"],
  "positions_angstrom": [[-0.98, -0.29, 0.21], [0.75, 1.01, -0.19], [0.35, -1.97, 0.14], [1.17, 1.98, -0.23], [0.16, -0.99, -0.03], [1.18, -0.14, -0.21], [-2.06, -0.67, 0.38], [-0.58, 1.07, -0.06]],
  "mulliken_charge": [0.4722, 0.1036, 0.2474, 0.4168, 0.1416, -0.5899, -0.4802, -0.3115],
  "orbital_gap_ev": 10.620,
  "lumo_energy_ev": 0.807,
  "e_homo_ha": -0.3606
}

***

Entry 18:
{
  "formula": "C2H2N2O2",
  "method": "wB97M-V/def2-TZVPD",
  "species": ["C", "C", "N", "N", "O", "O", "H", "H"],
  "positions_angstrom": [[1.50, 0.27, -0.45], [-0.16, 0.17, -0.49], [2.64, 0.32, -0.52], [-0.89, -0.37, 0.74], [-1.47, 0.51, 1.39], [-0.84, -1.53, 1.08], [-0.47, 1.24, -0.53], [-0.30, -0.60, -1.22]],
  "mulliken_charge": [0.1391, -0.3235, -0.2789, 0.8293, -0.4997, -0.4867, 0.3461, 0.2743],
  "orbital_gap_ev": 11.158,
  "lumo_energy_ev": -0.831,
  "e_homo_ha": -0.4406
}

***

Entry 19:
{
  "formula": "C2H2N2O2S",
  "method": "wB97M-V/def2-TZVPD",
  "species": ["C", "C", "H", "H", "N", "N", "O", "O", "S"],
  "positions_angstrom": [[-0.13, -0.41, -0.96], [-1.00, 1.35, -0.07], [1.39, -2.29, 1.18], [0.35, -1.35, -1.25], [0.22, -0.43, 0.41], [-1.08, 0.52, -1.22], [-1.33, 2.60, -0.05], [-0.29, 0.69, 1.04], [1.87, -0.67, 0.90]],
  "mulliken_charge": [0.1342, 0.5301, 0.2024, 0.3270, 0.1172, -0.4331, -0.5162, -0.2658, -0.0958],
  "orbital_gap_ev": 8.854,
  "lumo_energy_ev": -1.048,
  "e_homo_ha": -0.3639
}

***

Entry 20:
{
  "formula": "C2H2N2O2S",
  "method": "wB97M-V/def2-TZVPD",
  "species": ["C", "C", "N", "N", "O", "O", "S", "H", "H"],
  "positions_angstrom": [[1.46, 0.46, -0.43], [2.18, -0.57, 0.02], [-1.39, 0.35, 0.05], [-1.74, -0.68, 0.74], [2.89, -1.29, 0.55], [-2.79, -1.22, 0.46], [0.13, 1.09, 0.59], [1.30, 0.99, -1.31], [-2.06, 0.88, -0.68]],
  "mulliken_charge": [-0.8027, 0.8262, 0.0622, 0.0762, -0.2607, -0.4819, -0.0528, 0.3685, 0.2649],
  "orbital_gap_ev": 9.401,
  "lumo_energy_ev": -0.121,
  "e_homo_ha": -0.3499
}

***

DFT total energy list, top to bottom, in eV: -55278.6368 -27587.4436 -25506.5561 -13741.0341 -26625.3135 -17834.8896 -11057.1897 -22724.4112 -5081.7528 -7130.7235 -7128.0080 -7133.2978 -7131.7463 -7127.7538 -7128.2800 -7126.6010 -9180.7519 -9177.0989 -20012.2325 -20012.4241
Relative energy (zero: lowest compared OMol25 entry of this formula, charge and spin) list, top to bottom, in eV: 0.760 0.086 5.362 2.546 0.291 4.990 0.000 2.020 3.433 3.120 5.836 0.546 2.097 6.090 5.564 7.243 1.034 4.687 4.117 3.925